# 1
# C24H38BrF13O3

A cluster of 3 separate species, C24H38BrF13O3 in total at a distorted geometry (wB97M-V/def2-TZVPD, OMol25).

The strongest force on any atom is 0.054 hartree/bohr. Its frontier orbital gap is 10.9 eV. The HOMO energy comes out at -10.46 eV.

Geometry (Å):
C1 4.658 -0.421 -2.157
C2 3.215 -0.330 -2.640
Br1 2.212 -1.945 -2.171
C3 2.517 0.916 -2.120
O1 1.230 1.018 -2.755
C4 0.522 2.056 -2.309
O2 0.997 3.054 -1.921
O3 -0.800 1.848 -2.394
C5 -1.428 2.011 -1.097
C6 -2.716 1.188 -0.986
C7 -4.003 1.980 -0.746
F1 -3.822 3.289 -0.549
F2 -4.560 1.508 0.398
C8 -5.048 1.845 -1.920
F3 -5.700 3.022 -1.991
F4 -4.456 1.693 -3.096
C9 -6.133 0.768 -1.664
F5 -6.992 1.158 -0.743
F6 -5.485 -0.364 -1.326
C10 -6.945 0.411 -2.948
F7 -6.222 -0.332 -3.776
F8 -7.262 1.507 -3.638
C11 -8.287 -0.345 -2.682
F9 -9.226 0.447 -2.205
F10 -8.728 -0.733 -3.885
C12 -8.190 -1.644 -1.835
F11 -8.060 -1.427 -0.552
F12 -9.329 -2.306 -1.999
F13 -7.249 -2.436 -2.275
H1 4.753 -0.553 -1.073
H2 5.261 0.436 -2.484
H3 5.123 -1.309 -2.607
H4 3.230 -0.262 -3.733
H5 2.356 0.869 -1.036
H6 3.140 1.781 -2.379
H7 -0.711 1.630 -0.356
H8 -1.525 3.083 -0.901
H9 -2.589 0.494 -0.150
H10 -2.766 0.544 -1.872
C13 7.781 -2.698 -0.824
C14 8.149 -1.228 -0.993
C15 8.968 -0.947 -2.252
C16 10.330 -1.640 -2.308
C17 11.268 -1.321 -1.144
C18 11.647 0.153 -1.057
H11 8.667 -3.326 -0.715
H12 7.168 -2.838 0.068
H13 7.210 -3.058 -1.684
H14 8.683 -0.879 -0.104
H15 7.227 -0.642 -1.043
H16 9.104 0.134 -2.350
H17 8.387 -1.256 -3.128
H18 10.822 -1.359 -3.245
H19 10.188 -2.723 -2.359
H20 12.181 -1.909 -1.266
H21 10.822 -1.642 -0.198
H22 12.130 0.486 -1.978
H23 12.344 0.318 -0.233
H24 10.775 0.785 -0.879
C19 -4.493 -0.557 2.765
C20 -5.120 -1.062 4.059
C21 -5.883 0.019 4.824
C22 -5.033 1.198 5.301
C23 -3.856 0.827 6.202
C24 -4.280 0.170 7.512
H25 -3.748 0.218 2.952
H26 -3.993 -1.375 2.241
H27 -5.254 -0.147 2.099
H28 -4.348 -1.506 4.694
H29 -5.817 -1.870 3.818
H30 -6.382 -0.442 5.682
H31 -6.683 0.407 4.185
H32 -5.683 1.897 5.837
H33 -4.653 1.749 4.435
H34 -3.299 1.739 6.434
H35 -3.162 0.170 5.671
H36 -4.944 0.826 8.080
H37 -3.406 -0.040 8.132
H38 -4.796 -0.776 7.342

Atom charges from the Löwdin analysis, given in e for atoms 1 to 6: number 1, C, carries -0.161; number 2, C, carries -0.720; number 3, Br, carries 0.693; number 4, C, carries -0.220; number 5, O, carries 0.020; number 6, C, carries -0.637

# 2
# C24H38BrKN6Si2

A structure of composition C24H38BrKN6Si2 (wB97M-V/def2-TZVPD, OMol25).

The strongest force on any atom is 0.018 hartree/bohr. Its frontier orbital gap is 5.0 eV. The HOMO energy comes out at -5.75 eV. For the relative energy (zero: lowest compared OMol25 entry of this formula, charge and spin), the calculation gives 15.2 kJ/mol.

Geometry (Å):
K1 -0.008 0.029 0.197
Br1 -5.263 5.145 2.160
C1 -3.637 4.185 2.140
C2 -3.122 3.693 3.329
C3 -1.935 2.979 3.316
C4 -1.261 2.762 2.119
C5 -1.806 3.246 0.936
C6 -2.989 3.965 0.937
N1 -0.076 1.990 1.995
C7 0.688 1.790 2.980
C8 1.842 0.857 2.878
C9 2.541 0.503 4.018
C10 3.571 -0.422 3.909
C11 3.872 -0.938 2.664
C12 3.129 -0.503 1.572
N2 2.129 0.362 1.670
H1 -3.657 3.846 4.256
H2 -1.570 2.551 4.240
H3 -1.292 3.039 0.005
H4 -3.414 4.334 0.014
H5 0.532 2.257 3.957
H6 2.270 0.929 4.976
H7 4.121 -0.736 4.786
H8 4.659 -1.667 2.532
H9 3.346 -0.868 0.574
C13 -3.206 -1.159 -1.463
Si1 -3.185 -1.711 0.355
C14 -4.664 -2.877 0.502
C15 -3.693 -0.191 1.378
C16 -1.563 -2.313 0.824
Si2 -1.103 -2.734 2.505
C17 -2.086 -4.106 3.358
C18 0.703 -3.311 2.600
C19 -1.250 -1.258 3.698
H10 -4.194 -0.808 -1.776
H11 -2.925 -1.994 -2.112
H12 -2.493 -0.348 -1.654
H13 -5.602 -2.403 0.195
H14 -4.777 -3.216 1.536
H15 -4.513 -3.766 -0.118
H16 -4.518 0.355 0.909
H17 -2.865 0.511 1.523
H18 -4.030 -0.494 2.374
H19 -1.175 -3.052 0.109
H20 -2.030 -5.015 2.752
H21 -3.142 -3.831 3.434
H22 -1.726 -4.343 4.364
H23 0.797 -4.339 2.240
H24 1.094 -3.282 3.623
H25 1.347 -2.686 1.973
H26 -2.296 -1.009 3.894
H27 -0.779 -0.363 3.281
H28 -0.773 -1.479 4.658
C20 2.189 4.732 -4.497
C21 3.007 5.297 -3.341
C22 4.446 4.790 -3.373
C23 2.340 5.032 -1.990
N3 2.008 3.627 -1.768
C24 0.873 2.965 -1.992
N4 1.054 1.700 -1.701
N5 2.341 1.604 -1.286
N6 2.917 2.749 -1.321
H29 2.601 5.067 -5.449
H30 1.145 5.054 -4.457
H31 2.209 3.640 -4.499
H32 3.019 6.387 -3.433
H33 4.491 3.721 -3.156
H34 5.066 5.307 -2.639
H35 4.885 4.950 -4.359
H36 1.406 5.587 -1.903
H37 2.990 5.330 -1.168
H38 -0.034 3.418 -2.358

Atom charges from the Löwdin analysis, given in e for atoms 1 to 6: number 1, K, carries 0.678; number 2, Br, carries 0.749; number 3, C, carries -0.694; number 4, C, carries -0.111; number 5, C, carries -0.013; number 6, C, carries -0.277

# 3
# C24H38Cl4EuN5O2S

A structure of composition C24H38Cl4EuN5O2S at a distorted geometry (wB97M-V/def2-TZVPD, OMol25).

The multiplicity is 8. The strongest force on any atom is 0.047 hartree/bohr. Its frontier orbital gap (alpha / beta) is 4.7 / 5.7 eV. As for the charge: +1. The HOMO energy (alpha / beta) comes out at -7.97 / -8.95 eV. For the relative energy (zero: lowest compared OMol25 entry of this formula, charge and spin), the calculation gives 178.1 kJ/mol.

Geometry (Å):
Eu1 -0.062 0.294 -1.003
N1 0.164 1.864 4.944
C1 0.504 0.959 3.785
C2 -0.628 0.951 2.775
C3 -0.922 2.327 2.149
N2 -1.333 2.091 0.758
C4 0.310 3.249 2.173
C5 1.619 2.469 2.027
N3 1.611 1.821 0.709
C6 1.809 1.414 3.137
H1 -0.743 1.609 5.355
H2 0.121 2.835 4.601
H3 0.882 1.804 5.678
H4 0.621 -0.044 4.201
H5 -1.537 0.529 3.207
H6 -0.306 0.281 1.965
H7 -1.736 2.825 2.702
H8 -1.656 2.975 0.362
H9 -2.153 1.472 0.761
H10 0.335 3.875 3.070
H11 0.232 3.944 1.334
H12 2.454 3.183 2.096
H13 2.468 1.268 0.625
H14 1.738 2.556 0.008
H15 2.492 1.792 3.899
H16 2.282 0.537 2.691
Cl1 2.106 -1.257 0.435
C7 3.615 -1.159 -0.438
C8 4.651 -1.985 -0.042
C9 5.847 -1.949 -0.736
C10 5.996 -1.085 -1.809
C11 4.956 -0.256 -2.185
Cl2 5.153 0.827 -3.506
C12 3.720 -0.277 -1.515
S1 2.446 0.773 -2.057
H17 4.507 -2.650 0.795
H18 6.656 -2.596 -0.442
H19 6.921 -1.058 -2.361
N4 -1.939 0.895 -2.754
C13 -2.052 0.400 -4.152
C14 -2.647 -1.001 -4.238
C15 -1.932 -2.026 -3.354
C16 -0.439 -2.180 -3.686
N5 0.397 -1.804 -2.523
H20 -2.830 0.672 -2.301
H21 -1.916 1.915 -2.818
H22 -1.053 0.401 -4.590
H23 -2.684 1.068 -4.747
H24 -2.590 -1.324 -5.280
H25 -3.702 -0.976 -3.955
H26 -2.437 -2.984 -3.477
H27 -2.030 -1.732 -2.299
H28 -0.165 -1.521 -4.513
H29 -0.215 -3.206 -4.005
H30 1.378 -1.844 -2.822
H31 0.290 -2.543 -1.818
Cl3 0.697 2.220 -4.167
C17 0.409 3.771 -3.365
Cl4 0.001 3.449 -1.673
H32 -0.434 4.286 -3.825
H33 1.316 4.374 -3.389
O1 -2.457 -0.307 -0.079
C18 -1.856 -1.214 0.557
O2 -0.604 -1.335 0.407
C19 -2.536 -2.094 1.530
C20 -1.759 -2.877 2.385
C21 -2.365 -3.703 3.311
C22 -3.748 -3.757 3.388
C23 -4.526 -2.975 2.547
C24 -3.924 -2.139 1.623
H34 -0.685 -2.832 2.298
H35 -1.767 -4.312 3.972
H36 -4.224 -4.420 4.096
H37 -5.602 -3.024 2.614
H38 -4.513 -1.530 0.955

Atom charges from the Löwdin analysis, given in e for atoms 1 to 6: number 1, Eu, carries 1.269; number 2, N, carries 0.236; number 3, C, carries -0.265; number 4, C, carries -0.098; number 5, C, carries -0.354; number 6, N, carries -0.018

Question: Look up the strongest force on any atom of the third one.
Answer: 0.047 hartree/bohr

Repeat the first record exactly.
# C24H38BrF13O3

A cluster of 3 separate species, C24H38BrF13O3 in total at a distorted geometry (wB97M-V/def2-TZVPD, OMol25).

The strongest force on any atom is 0.054 hartree/bohr. Its frontier orbital gap is 10.9 eV. The HOMO energy comes out at -10.46 eV.

Geometry (Å):
C1 4.658 -0.421 -2.157
C2 3.215 -0.330 -2.640
Br1 2.212 -1.945 -2.171
C3 2.517 0.916 -2.120
O1 1.230 1.018 -2.755
C4 0.522 2.056 -2.309
O2 0.997 3.054 -1.921
O3 -0.800 1.848 -2.394
C5 -1.428 2.011 -1.097
C6 -2.716 1.188 -0.986
C7 -4.003 1.980 -0.746
F1 -3.822 3.289 -0.549
F2 -4.560 1.508 0.398
C8 -5.048 1.845 -1.920
F3 -5.700 3.022 -1.991
F4 -4.456 1.693 -3.096
C9 -6.133 0.768 -1.664
F5 -6.992 1.158 -0.743
F6 -5.485 -0.364 -1.326
C10 -6.945 0.411 -2.948
F7 -6.222 -0.332 -3.776
F8 -7.262 1.507 -3.638
C11 -8.287 -0.345 -2.682
F9 -9.226 0.447 -2.205
F10 -8.728 -0.733 -3.885
C12 -8.190 -1.644 -1.835
F11 -8.060 -1.427 -0.552
F12 -9.329 -2.306 -1.999
F13 -7.249 -2.436 -2.275
H1 4.753 -0.553 -1.073
H2 5.261 0.436 -2.484
H3 5.123 -1.309 -2.607
H4 3.230 -0.262 -3.733
H5 2.356 0.869 -1.036
H6 3.140 1.781 -2.379
H7 -0.711 1.630 -0.356
H8 -1.525 3.083 -0.901
H9 -2.589 0.494 -0.150
H10 -2.766 0.544 -1.872
C13 7.781 -2.698 -0.824
C14 8.149 -1.228 -0.993
C15 8.968 -0.947 -2.252
C16 10.330 -1.640 -2.308
C17 11.268 -1.321 -1.144
C18 11.647 0.153 -1.057
H11 8.667 -3.326 -0.715
H12 7.168 -2.838 0.068
H13 7.210 -3.058 -1.684
H14 8.683 -0.879 -0.104
H15 7.227 -0.642 -1.043
H16 9.104 0.134 -2.350
H17 8.387 -1.256 -3.128
H18 10.822 -1.359 -3.245
H19 10.188 -2.723 -2.359
H20 12.181 -1.909 -1.266
H21 10.822 -1.642 -0.198
H22 12.130 0.486 -1.978
H23 12.344 0.318 -0.233
H24 10.775 0.785 -0.879
C19 -4.493 -0.557 2.765
C20 -5.120 -1.062 4.059
C21 -5.883 0.019 4.824
C22 -5.033 1.198 5.301
C23 -3.856 0.827 6.202
C24 -4.280 0.170 7.512
H25 -3.748 0.218 2.952
H26 -3.993 -1.375 2.241
H27 -5.254 -0.147 2.099
H28 -4.348 -1.506 4.694
H29 -5.817 -1.870 3.818
H30 -6.382 -0.442 5.682
H31 -6.683 0.407 4.185
H32 -5.683 1.897 5.837
H33 -4.653 1.749 4.435
H34 -3.299 1.739 6.434
H35 -3.162 0.170 5.671
H36 -4.944 0.826 8.080
H37 -3.406 -0.040 8.132
H38 -4.796 -0.776 7.342

Atom charges from the Löwdin analysis, given in e for atoms 1 to 6: number 1, C, carries -0.161; number 2, C, carries -0.720; number 3, Br, carries 0.693; number 4, C, carries -0.220; number 5, O, carries 0.020; number 6, C, carries -0.637

Question: Which value of strongest force on any atom does entry 1 give?
Answer: 0.054 hartree/bohr